1.
78
Properties=species:S:1:pos:R:3:forces:R:3:mulliken_charge:R:1 method="wB97M-V/def2-TZVPD" homo_ha=-0.2928 e_lumo_ha=-0.0466 smiles="CCP(CC)c1cccc2c1C(=O)c1c(CC(=O)N(C)C)c(S)cc(N)c1C2=O.CC(C)O.CC(C)O"
C 4.176074 0.020208 3.820702 0.3713 -0.2374 -1.0045 -1.010
C 3.526307 0.867250 2.610376 1.4491 0.3301 -0.2684 -0.509
P 1.956757 0.029103 1.883168 0.0273 -0.4763 0.3155 0.007
C 2.598599 -1.721704 1.414969 -0.2587 -0.9812 -0.5702 -0.535
C 2.579120 -2.714619 2.709174 0.7978 1.4026 -0.1218 -0.839
C 1.517509 0.899794 0.268198 0.5086 1.4699 -2.9659 0.693
C 2.555949 1.925646 -0.311157 -2.5253 0.1797 -2.4837 -0.472
C 2.319443 2.717309 -1.635791 -2.7474 -2.7707 1.8596 -0.452
C 0.970348 2.469766 -2.382653 1.1367 -1.7331 2.8658 -0.590
C -0.032775 1.454419 -1.805168 1.4022 0.2663 1.3931 0.426
C 0.189998 0.635154 -0.478836 1.9397 2.5023 -1.4821 -0.103
C -0.920359 -0.424893 0.009438 1.2862 -0.6197 0.2983 0.684
O -0.554095 -1.438498 0.648165 -1.6069 3.1813 -1.7920 -0.504
C -2.415541 -0.089248 -0.423852 -3.6157 1.0906 -1.4202 -0.027
C -3.684373 -0.525825 0.330752 0.3642 0.7280 -1.6214 0.584
C -3.606882 -1.389282 1.665014 -1.2232 0.7960 -0.4943 -1.081
C -3.936181 -0.525537 3.003772 -1.4045 -2.3864 2.0121 0.300
O -4.343778 -1.221137 3.988692 1.7269 2.7505 -3.3203 -0.595
N -3.819969 0.944628 3.072708 -1.0629 -1.3676 1.2237 0.083
C -5.086337 1.622152 2.593480 -0.1176 1.3218 -0.3217 -0.822
C -3.719173 1.363399 4.528430 0.4518 0.2773 0.5972 -0.871
C -5.128502 -0.154791 -0.183626 2.7731 1.5242 -1.6048 0.347
S -6.685972 -0.709525 0.665746 1.0036 0.1562 -0.4906 -0.210
C -5.320117 0.710152 -1.455495 3.6318 -1.4024 2.0113 -0.878
C -4.047704 1.159460 -2.228092 -0.5280 -1.5540 1.8998 0.512
N -4.258851 1.983507 -3.446914 -0.1426 -2.3877 1.2040 -0.594
C -2.644510 0.751500 -1.737582 -1.3432 -0.2850 0.9215 -0.204
C -1.395031 1.221022 -2.585506 0.6078 0.2394 -1.2711 0.182
O -1.413584 1.415141 -3.827632 -0.4770 -0.5449 3.7176 -0.589
H 5.028089 0.620683 4.312645 -1.5682 -0.7994 -0.6193 0.350
H 4.694305 -0.895645 3.342365 -0.9896 1.2689 1.0014 0.192
H 3.382725 -0.310334 4.567494 1.2245 0.4613 -0.8633 0.288
H 4.364368 0.967018 1.816343 -1.3069 -0.1163 1.1622 0.278
H 3.318821 1.924327 2.993428 -0.1007 -1.4417 -0.6783 0.410
H 1.873633 -2.190880 0.655021 1.0601 1.1230 0.9801 0.314
H 3.634426 -1.688640 0.923742 -1.4119 0.0081 0.7291 0.458
H 3.688703 -2.949813 2.923669 -1.9634 -0.0475 -0.0733 0.218
H 2.171365 -2.086914 3.583172 0.5273 -1.3263 -1.1141 0.298
H 1.946403 -3.646341 2.545833 0.9942 1.2709 0.2369 0.167
H 3.565824 2.128569 0.200704 -1.9705 -0.5627 -0.6815 0.051
H 3.135135 3.436318 -2.013756 -1.6220 -1.2824 0.5067 0.346
H 0.746426 3.014547 -3.364953 0.2461 -1.0511 1.7014 0.218
H -4.471138 -2.155326 1.601940 1.4075 1.2001 0.2254 0.387
H -2.656481 -2.002408 1.791460 -1.0657 1.2579 -0.1733 0.372
H -5.005501 1.961184 1.503630 -0.2587 -0.8565 1.4820 0.140
H -5.195759 2.591203 3.210437 0.2415 -1.5225 -1.0531 0.412
H -6.016381 1.001407 2.813130 1.2055 0.8466 -0.4106 0.313
H -3.091287 0.643807 5.148452 -0.8833 0.8800 -1.0055 0.321
H -4.762739 1.466632 5.015077 1.7040 -0.2626 -0.6679 0.321
H -3.183459 2.376125 4.521104 -0.9327 -1.3500 0.0732 0.303
H -6.410602 -0.949283 2.005324 0.4502 0.3011 -1.2085 0.146
H -6.362323 0.996819 -1.802400 1.5849 -0.4033 0.4834 0.160
H -5.284527 2.047874 -3.609710 1.0222 -0.0184 0.2888 0.276
H -3.884290 1.404137 -4.224226 0.0156 0.9254 0.5099 0.277
C 1.222505 -6.819235 0.458193 -0.1347 0.2525 -0.1361 -1.200
C 2.526161 -6.682962 1.229188 -0.3363 -0.6366 0.0442 0.519
C 3.408994 -7.907287 1.044602 0.3204 0.0253 -0.0156 -1.389
O 2.241203 -6.508280 2.615605 0.0998 0.2738 0.1228 -0.548
H 0.648549 -7.682186 0.811259 0.1366 -0.0507 -0.0399 0.326
H 0.593365 -5.937756 0.609014 0.1067 -0.0292 -0.0478 0.277
H 1.407426 -6.937904 -0.612522 -0.0493 -0.0166 0.0590 0.371
H 3.060689 -5.790263 0.892422 -0.0572 0.0144 0.2293 0.270
H 2.910682 -8.807834 1.417935 -0.0936 0.0628 -0.1043 0.345
H 4.336857 -7.800605 1.613004 -0.0646 0.0528 -0.0902 0.336
H 3.659436 -8.058462 -0.008562 -0.0160 -0.0368 0.0683 0.367
H 1.768268 -7.292575 2.924112 0.0831 0.1370 -0.0898 0.342
C 1.421622 4.915941 -6.031470 -0.2745 -0.1955 0.0600 -1.347
C 2.260676 5.355814 -4.841868 0.1512 0.2370 -0.7179 0.600
C 2.730729 6.793136 -5.001004 0.0503 0.1904 0.2682 -1.467
O 3.385007 4.493209 -4.714913 0.1467 -0.2240 0.3592 -0.530
H 2.004209 4.959381 -6.957375 0.0108 0.1355 0.0688 0.394
H 1.097372 3.878612 -5.910344 -0.0223 0.1031 0.0389 0.334
H 0.537113 5.547626 -6.145990 0.0521 -0.0507 -0.0372 0.358
H 1.677013 5.261214 -3.921573 0.1661 -0.1105 0.0040 0.280
H 3.356455 6.902748 -5.892647 -0.1348 -0.0617 -0.0464 0.357
H 3.342783 7.093686 -4.146308 -0.1116 -0.0308 -0.0272 0.352
H 1.883640 7.478904 -5.082840 0.0762 -0.0222 -0.0216 0.362
H 3.917144 4.565465 -5.518323 -0.1399 0.0079 0.1327 0.339

***

2.
74
Properties=species:S:1:pos:R:3:forces:R:3:mulliken_charge:R:1 method="wB97M-V/def2-TZVPD" homo_ha=-0.2952 de_lowest_kj_mol=620.80 e_lumo_ha=-0.0319
H -3.421125 -3.472040 4.215121 -0.3940 0.1650 0.2557 0.272
N -4.077032 -3.163170 4.956202 2.3681 1.8425 2.1276 -0.615
C -3.390604 -2.449636 5.826545 -0.5529 -1.0548 -1.3329 -0.042
C -1.803733 -2.165046 5.751500 -0.4685 0.4864 -0.6605 -0.474
C -1.373740 -1.530332 4.323261 -0.1193 1.7958 -1.8603 -0.035
N -2.106206 -0.372650 3.925202 3.5049 -2.6971 -1.7595 -0.571
C -1.698550 0.154861 2.652683 0.1160 0.3676 -0.5092 0.127
C -2.479299 1.409018 2.105990 1.8326 0.2390 -2.9935 -1.189
C -2.181835 2.089057 0.733632 1.4990 -3.4236 2.1526 0.895
C -2.991915 3.370612 0.222626 1.4136 0.2683 0.9844 -0.707
C -2.049658 4.711614 0.287928 -0.3872 0.6139 -0.7021 -0.337
C -1.983816 5.487766 -1.140047 0.1114 0.3089 -0.2188 -0.966
C -0.986669 1.440110 -0.100101 0.5989 -1.6741 2.2986 0.465
C -0.541318 2.009403 -1.555686 -0.6810 -1.0292 0.6977 -0.550
C -1.193287 1.053937 -2.687217 -0.5277 0.8897 -0.6830 -0.621
C -2.797323 0.935137 -2.609922 -0.2327 -1.0167 -0.3085 -0.014
C -3.332581 -0.607748 -2.686886 -0.7462 1.0312 0.1623 -0.900
C -3.493875 -1.153746 -4.190798 -0.9385 -0.5179 1.1494 -0.211
C -4.682037 -2.266716 -4.147920 0.1054 0.5155 0.3203 -1.051
C -0.189099 0.219888 0.456579 -2.1147 1.4398 -0.1262 0.390
C 1.055663 -0.382738 -0.394999 -0.0469 0.4493 1.4837 -1.079
C 2.369977 0.385080 0.199415 -0.4346 -1.0672 -0.8034 -0.468
C 3.755341 -0.177007 -0.388147 0.4444 0.4236 1.6026 -0.348
C 4.893173 0.930711 0.002730 -0.6288 -0.1566 -0.7913 -0.553
C 6.244538 0.781221 -0.848107 -0.3347 1.5159 1.8996 -0.449
O 6.654912 -0.615691 -0.795450 0.1813 -0.3377 -3.3112 -0.312
C 6.576266 -1.253843 -2.060154 -0.8982 -0.6448 -2.0632 0.656
C 7.629779 -2.462154 -2.303715 -1.1682 0.1284 1.1305 -0.902
O 5.752626 -1.001215 -2.973897 2.7308 -0.1699 3.5805 -0.531
C -0.535769 -0.475273 1.847396 -0.2394 1.7928 -2.0103 0.393
N 0.274918 -1.609041 2.204649 -4.7045 1.6873 4.0014 -0.160
C -0.216140 -2.105415 3.451849 -0.2647 -1.0353 0.3554 0.518
C 0.527989 -3.420457 4.015055 0.9187 -0.5200 -3.3879 -0.449
C 1.202543 -4.234844 3.031912 -1.3704 1.4260 1.4093 -0.656
H -3.945598 -2.037936 6.733922 0.7877 -0.5230 -1.2838 0.331
H -1.516070 -1.406122 6.558718 -0.4108 -1.0903 -1.1202 0.300
H -1.284146 -3.154332 5.978133 -0.6088 1.4301 -0.4524 0.243
H -3.309133 1.874727 2.733876 1.3124 -0.9846 -0.8008 0.263
H -3.840563 3.549419 0.964257 0.9213 -0.4640 -1.2795 0.410
H -3.353202 3.306755 -0.857444 0.3245 -0.3348 1.6485 0.211
H -0.978332 4.485843 0.609866 -1.5912 0.1618 -0.2531 0.237
H -2.526416 5.447990 1.031897 0.8714 -1.2417 -0.9639 0.391
H -0.995607 5.289286 -1.707426 -1.5481 0.3503 1.0174 0.246
H -2.824724 5.179023 -1.856416 1.0768 0.3325 1.1416 0.261
H -2.090638 6.632815 -1.003619 0.3096 -1.9020 -0.1623 0.287
H -0.871967 3.107228 -1.704249 0.4278 -1.9235 0.3079 -0.251
H 0.596502 1.956594 -1.654405 -1.5868 0.1945 0.2398 0.310
H -0.774942 -0.009734 -2.697121 -0.3258 1.6024 0.2378 0.293
H -0.950738 1.547828 -3.708116 -0.1841 -0.9685 1.5807 0.368
H -3.263034 1.368192 -1.659906 0.9666 -0.4516 -1.3358 -0.253
H -3.243186 1.467244 -3.526265 0.5154 -0.6001 1.4868 0.343
H -2.734002 -1.300329 -1.989608 -0.6814 1.0124 -1.2069 0.239
H -4.399509 -0.566425 -2.232150 1.6717 -0.1533 -0.7370 0.356
H -3.839812 -0.280274 -4.851122 0.7777 -1.3330 0.8093 0.283
H -2.513423 -1.628277 -4.536293 -1.4100 0.8054 0.1573 0.228
H -5.613115 -1.822369 -3.618316 1.5529 -0.6008 -0.9437 0.277
H -5.015175 -2.610335 -5.186202 0.6476 0.3107 1.4661 0.332
H -4.341839 -3.141596 -3.491734 -0.4980 1.0590 -1.1359 0.273
H 0.945596 -0.214240 -1.517904 0.1173 -0.1759 1.6770 0.323
H 1.164472 -1.513620 -0.187936 -0.3011 1.8491 -0.3154 0.400
H 2.356095 0.199373 1.335476 0.0409 0.6560 -1.7057 0.275
H 2.240243 1.488331 -0.072294 0.2629 -1.4024 0.6627 0.209
H 3.744704 -0.427247 -1.501562 -0.0290 0.5337 1.5222 0.322
H 4.019723 -1.123114 0.225439 -0.4842 1.2954 -1.3044 0.191
H 4.411647 1.947059 -0.214357 0.9261 -1.2077 0.2871 0.311
H 5.102165 0.892535 1.141963 -0.2353 -0.0577 -1.9493 0.271
H 7.057887 1.374552 -0.270852 -1.1551 -1.1084 -1.0019 0.291
H 6.211234 1.235425 -1.893822 -0.2759 -1.1237 1.3050 0.345
H 8.645944 -2.262760 -1.826022 -1.4312 -0.1831 -0.8122 0.286
H 7.657061 -2.699786 -3.417565 0.0577 0.5666 1.6286 0.294
H 7.161793 -3.373583 -1.765939 0.8305 1.3773 -0.8215 0.249
H 0.539459 -3.715745 5.114183 0.5829 1.1108 -1.5732 0.259
H 0.751877 -4.378568 1.977453 1.1975 1.0924 1.6623 0.229
H 2.206624 -4.743494 3.216261 -1.9939 0.0476 0.2313 0.241

***

3.
78
Properties=species:S:1:pos:R:3:forces:R:3:mulliken_charge:R:1 method="wB97M-V/def2-TZVPD" homo_ha=-0.2972 de_lowest_kj_mol=1067.88 e_lumo_ha=-0.0189 smiles="CCNc1c(CC=O)c(O)c(Cc2ccccc2C)c2nccnc12.COCCOC.COCCOC"
C -0.621268 5.216352 2.692175 0.0008 0.4187 0.1843 -1.089
C 0.376480 3.990256 2.668350 -1.8170 0.9582 -0.2952 -0.320
N 0.806803 3.774337 1.255596 -0.1084 -1.3270 0.3607 -0.216
C 0.709912 2.388000 0.868592 1.5855 -1.2246 -0.3706 -0.201
C 1.932253 1.582356 0.781817 -2.6467 -0.7607 -0.3730 0.291
C 3.352067 2.138903 1.095518 0.4597 -0.4169 -0.6313 -0.481
C 4.215609 1.220797 2.046315 -0.2178 0.0388 0.0541 -0.007
O 4.055858 1.176038 3.243641 0.0184 0.1147 -1.0573 -0.494
C 1.757642 0.154375 0.325035 -2.8029 0.9870 -0.4302 0.435
O 2.900848 -0.667410 0.178753 -0.7559 1.3628 -0.5625 -0.589
C 0.440565 -0.412683 -0.012426 2.1518 1.5357 0.6236 -0.197
C 0.426221 -1.889464 -0.506714 -0.8001 -0.3308 0.0395 -1.204
C -0.089999 -2.944611 0.531980 -1.6010 -2.3727 0.9204 0.687
C -1.004006 -4.004031 0.021954 0.3916 -0.5115 2.3414 -0.814
C -1.536541 -5.080547 0.892246 1.3236 1.2438 1.0089 -0.433
C -1.198119 -5.150949 2.318305 1.7016 2.7443 -1.3279 -0.706
C -0.285481 -4.095607 2.835290 -0.7843 -0.2120 -2.2502 -0.552
C 0.262714 -3.026706 1.963867 -0.6312 -1.1250 -0.1493 0.943
C 1.250764 -2.003104 2.619944 -1.2723 -0.2622 0.3030 -0.768
C -0.802790 0.436981 0.104394 2.0923 -0.7375 0.2093 0.990
N -2.007990 -0.180313 -0.217068 -0.5493 3.5209 0.8219 -0.369
C -3.032571 0.704867 -0.107356 0.4983 0.2410 0.0994 -0.226
C -2.902137 2.130304 0.301230 0.8262 -0.5626 0.0905 -0.465
N -1.730833 2.721236 0.655713 -1.1396 -2.9933 -1.1528 -0.386
C -0.664472 1.837530 0.545360 1.4790 -0.0773 0.0808 0.334
H -1.476967 5.103480 1.964239 1.0786 -0.1854 0.7653 0.224
H -1.058768 5.389115 3.719213 0.5247 -0.2634 -0.9625 0.359
H -0.074428 6.158415 2.405439 -0.4552 -0.8697 0.2741 0.290
H 1.217442 4.212348 3.377436 -0.5999 -0.6022 -0.6547 0.337
H -0.223858 3.079300 2.955169 0.9762 0.9107 0.0682 0.272
H 1.727849 4.161612 1.060926 -0.3821 -0.2924 0.1281 0.420
H 3.922967 2.219095 0.116482 -0.6203 -0.0392 0.9883 -0.256
H 3.358440 3.167578 1.548103 -0.2860 -1.0852 -0.2996 0.313
H 5.044065 0.608146 1.560313 -0.7830 0.5828 0.2918 0.320
H 3.217886 -0.449754 -0.723861 0.0609 -0.3553 0.6831 0.276
H -0.267751 -1.956107 -1.399307 0.6716 0.0982 1.0440 0.366
H 1.428791 -2.250544 -0.876982 -0.8992 0.7792 0.5549 0.424
H -1.315853 -4.064438 -1.052934 0.4458 0.3797 1.1208 0.244
H -2.193808 -5.879210 0.476316 0.5828 0.9458 0.1971 0.306
H -1.546278 -5.936406 3.029605 0.1751 0.7102 -0.9627 0.342
H 0.008158 -4.105153 3.920871 -0.2983 0.0528 -1.3148 0.249
H 2.272412 -2.072010 2.165286 -0.9534 0.2743 0.4655 0.170
H 0.785501 -0.981076 2.506770 0.9008 -0.9374 0.0335 0.057
H 1.280627 -2.188612 3.735794 0.2220 0.0442 -1.2931 0.410
H -4.063358 0.326520 -0.347045 1.1721 0.4005 0.2562 0.334
H -3.826833 2.766689 0.327591 1.0384 -0.7392 0.0023 0.388
C -4.888309 -3.574676 -1.246773 0.1295 -0.0591 0.0660 -0.645
O -4.887760 -4.477645 -0.152757 -0.2944 0.1438 -0.1802 -0.258
C -5.981456 -4.260145 0.731656 0.2938 -0.4530 0.1050 -0.532
C -7.075440 -5.295348 0.524619 -0.2493 0.4400 -0.0500 -0.541
O -7.705611 -5.135704 -0.742542 0.2736 -0.1865 -0.0262 -0.373
C -7.264077 -6.093395 -1.692104 -0.1231 0.0772 -0.0129 -0.681
H -4.151277 -3.920733 -1.972431 0.0172 -0.0178 0.1042 0.233
H -5.865223 -3.530567 -1.734965 -0.0136 0.0111 0.0278 0.424
H -4.600396 -2.575049 -0.905023 -0.0145 0.0558 -0.0737 0.125
H -6.378576 -3.246049 0.620865 -0.0506 -0.0576 -0.0579 0.336
H -5.591076 -4.359444 1.749407 -0.0394 0.0214 0.0225 0.387
H -7.848042 -5.147855 1.285855 0.0336 -0.0121 0.0337 0.379
H -6.679005 -6.309842 0.640381 0.0629 0.0752 -0.0445 0.316
H -7.676173 -7.077948 -1.448028 0.0858 -0.0640 -0.0478 0.330
H -6.173281 -6.150057 -1.731858 -0.0125 -0.0211 0.0358 0.268
H -7.633502 -5.793839 -2.673705 -0.0493 0.0344 0.0995 0.244
C 5.978743 6.176978 -2.594913 0.0610 0.0566 -0.1319 -0.664
O 6.404933 5.244231 -3.576265 -0.1526 -0.0760 0.3116 -0.376
C 6.719617 3.972813 -3.019074 -0.0222 0.0285 -0.5280 -0.531
C 5.605791 2.968470 -3.268630 0.0760 -0.0210 0.4892 -0.541
O 4.429303 3.309172 -2.540661 0.0161 0.1054 -0.2308 -0.194
C 3.438176 3.909262 -3.363049 -0.0860 -0.0361 0.1231 -0.842
H 5.573606 7.048770 -3.109360 0.0704 -0.0690 -0.0496 0.247
H 5.201373 5.759495 -1.950178 0.0274 -0.0197 0.0148 0.249
H 6.831704 6.494222 -1.986607 -0.0578 0.0224 0.0962 0.328
H 6.935756 4.056919 -1.949121 -0.0888 -0.0197 -0.0098 0.299
H 7.627683 3.622592 -3.519469 0.0010 -0.0512 0.0375 0.390
H 5.930595 1.986690 -2.909033 0.0471 -0.0018 -0.0388 0.357
H 5.392474 2.880233 -4.339075 0.0220 0.0960 0.0460 0.351
H 2.990640 3.154956 -4.017878 -0.0253 0.0708 -0.0798 0.304
H 3.851204 4.721962 -3.965429 0.0221 -0.0440 -0.0081 0.363
H 2.659844 4.315639 -2.715791 0.0663 -0.0898 0.0332 0.244